{"formula": "C44H81FIN3O25PS2", "method": "the ωB97M-V functional and the def2-TZVPD basis", "symbols": ["C", "C", "C", "C", "O", "C", "F", "C", "N", "C", "C", "C", "I", "S", "C", "C", "O", "O", "C", "C", "C", "O", "C", "O", "C", "S", "C", "C", "C", "C", "C", "N", "C", "C", "C", "C", "C", "P", "O", "O", "N", "H", "H", "H", "H", "H", "H", "H", "H", "H", "H", "H", "H", "H", "H", "H", "H", "H", "H", "H", "H", "H", "H", "H", "H", "H", "H", "H", "H", "H", "H", "H", "H", "H", "H", "H", "H", "H", "H", "H", "H", "H", "H", "H", "H", "H", "C", "O", "C", "O", "O", "C", "H", "H", "H", "H", "H", "H", "C", "O", "C", "O", "O", "C", "H", "H", "H", "H", "H", "H", "C", "O", "C", "O", "O", "C", "H", "H", "H", "H", "H", "H", "C", "O", "C", "O", "O", "C", "H", "H", "H", "H", "H", "H", "C", "O", "C", "O", "O", "C", "H", "H", "H", "H", "H", "H", "C", "O", "C", "O", "O", "C", "H", "H", "H", "H", "H", "H"], "positions_angstrom": [[-6.462923, 2.598266, 2.843916], [-5.172169, 1.951392, 2.086343], [-5.582128, 0.572699, 1.385518], [-4.414682, -0.052369, 0.451541], [-3.326130, -0.567566, 1.261433], [-2.099608, -0.670634, 0.480716], [-1.299699, -1.650582, 1.205787], [-1.377098, 0.735545, 0.581840], [-0.498239, 1.110744, -0.587692], [0.769020, 0.337442, -0.711955], [1.582349, 0.013521, 0.624635], [2.032874, 1.243000, 1.533317], [2.796485, 0.350461, 3.413901], [-0.288208, 2.878803, -0.386616], [1.378299, 3.426903, -0.927331], [1.219984, 4.953730, -1.466336], [0.131906, 5.436438, -1.857442], [2.401641, 5.750611, -1.428826], [3.436909, 5.191108, -2.275247], [3.138826, 5.309960, -3.850512], [4.398465, 6.013111, -4.605888], [2.957570, 3.965501, -4.379437], [2.490193, 3.990411, -5.725573], [3.257412, 3.940022, -6.717200], [0.901532, 4.027167, -6.059561], [0.118684, 5.682085, -5.769161], [-1.429377, 1.004738, -1.807532], [-0.830210, 1.709231, -3.133401], [-1.689373, 3.038125, -3.532588], [-3.202061, 2.609931, -3.962424], [-4.026788, 3.998300, -4.073425], [-4.791088, 4.334212, -2.842384], [-5.523925, 3.444319, -1.956594], [-6.168191, 4.327124, -0.865921], [-5.756732, 5.811149, -1.121947], [-4.862752, 5.708664, -2.403085], [-2.096614, -0.422576, -2.023666], [-1.241694, -1.618936, -3.233331], [0.336876, -1.164099, -3.664969], [-2.223903, -1.906615, -4.626507], [-2.403887, -1.232554, -0.822580], [-6.803021, 1.963706, 3.739307], [-6.251022, 3.645832, 3.253703], [-7.365910, 2.707995, 2.137856], [-4.382094, 1.828862, 2.922887], [-4.841500, 2.769706, 1.336144], [-6.475317, 0.803492, 0.697550], [-5.969230, -0.174656, 2.167348], [-4.896526, -0.856368, -0.209210], [-4.039168, 0.801576, -0.211194], [-2.206611, 1.542706, 0.640878], [-0.846388, 0.812925, 1.600573], [1.518941, 0.737338, -1.483335], [0.474257, -0.706941, -1.122357], [1.056220, -0.745648, 1.320671], [2.551582, -0.528026, 0.294660], [2.904063, 1.864019, 1.140625], [1.143187, 1.892499, 1.882071], [2.151175, 3.493010, -0.079557], [1.856649, 2.851739, -1.787967], [4.385359, 5.821088, -2.080098], [3.728604, 4.111401, -2.036636], [2.231721, 5.996281, -3.966472], [3.981470, 6.644573, -5.475759], [4.969738, 6.738512, -3.934276], [5.125123, 5.250280, -5.045802], [0.700221, 3.756907, -7.159839], [0.451004, 3.168692, -5.443101], [-0.211823, 5.825831, -4.409997], [-2.307159, 1.709422, -1.519489], [-0.906167, 1.045601, -4.076276], [0.288944, 1.966372, -3.048343], [-1.812299, 3.751395, -2.639752], [-1.205633, 3.641504, -4.369216], [-3.099043, 2.126730, -4.994123], [-3.652865, 1.869097, -3.218666], [-4.789161, 3.842794, -4.920555], [-3.308226, 4.842535, -4.393222], [-5.554058, 2.324895, -2.136680], [-6.838082, 3.934546, -0.017069], [-6.041689, 6.747728, -0.533395], [-4.380134, 6.648421, -2.847195], [-3.127401, -0.202003, -2.516400], [1.011902, -1.682411, -3.172041], [-2.671267, -2.780551, -4.491457], [-2.075001, -2.215920, -0.924041], [4.702836, -2.193259, -1.966689], [4.459490, -0.798846, -2.157083], [5.077780, -0.265331, -3.229508], [5.790086, -0.852092, -4.008485], [4.761184, 1.038705, -3.281894], [5.348718, 1.744930, -4.378807], [4.155482, -2.509125, -1.077372], [4.337334, -2.769090, -2.820306], [5.764796, -2.379610, -1.801629], [5.007553, 1.331889, -5.330430], [6.438861, 1.720170, -4.315417], [5.023585, 2.782958, -4.318531], [7.974565, -7.953584, -4.473464], [7.136263, -6.799616, -4.514886], [7.724791, -5.674912, -4.073774], [8.855898, -5.579902, -3.665801], [6.832023, -4.673678, -4.166476], [7.324244, -3.407003, -3.728147], [7.397627, -8.798440, -4.851002], [8.848704, -7.818145, -5.114041], [8.277811, -8.173148, -3.447386], [8.172857, -3.090623, -4.338801], [7.602284, -3.446683, -2.671557], [6.520908, -2.675972, -3.848001], [6.053026, -2.122778, 9.381948], [5.352642, -1.536068, 8.285412], [4.038190, -1.808563, 8.262360], [3.438799, -2.481466, 9.064443], [3.505062, -1.200585, 7.188607], [2.101120, -1.406562, 7.037736], [7.101965, -1.836804, 9.298788], [5.666489, -1.746713, 10.331713], [5.987735, -3.212347, 9.342394], [1.557520, -1.002053, 7.894308], [1.878885, -2.467789, 6.905038], [1.779116, -0.872563, 6.142168], [1.800802, -4.651794, 10.867662], [1.541533, -6.039788, 10.656358], [0.472094, -6.289356, 9.883109], [-0.248514, -5.461261, 9.379678], [0.344210, -7.621957, 9.767615], [-0.761110, -8.037332, 8.966003], [2.683148, -4.569301, 11.503157], [2.009788, -4.150342, 9.921478], [0.960927, -4.176697, 11.380022], [-0.654069, -7.671097, 7.942314], [-1.702703, -7.697098, 9.401791], [-0.766881, -9.127465, 8.942874], [-2.252826, -11.940607, 7.168680], [-3.644764, -12.109069, 7.429520], [-4.185329, -11.138506, 8.185175], [-3.601964, -10.182166, 8.635199], [-5.488078, -11.418431, 8.352336], [-6.195052, -10.463632, 9.142269], [-1.925271, -12.778805, 6.552889], [-2.073258, -11.015141, 6.616667], [-1.681898, -11.952189, 8.099919], [-6.172762, -9.479523, 8.668913], [-5.781114, -10.416407, 10.151913], [-7.233214, -10.790493, 9.209884], [-1.950925, 9.031323, -7.368407], [-3.269140, 8.877896, -7.889471], [-4.040400, 8.028359, -7.190844], [-3.708408, 7.417119, -6.201864], [-5.244209, 7.976698, -7.782865], [-6.174892, 7.105337, -7.142803], [-1.417643, 9.736429, -8.006674], [-1.982257, 9.438916, -6.355368], [-1.417090, 8.078224, -7.385467], [-6.373420, 7.436629, -6.121038], [-5.808205, 6.076288, -7.151363], [-7.108246, 7.143666, -7.705258]], "forces_ev_per_angstrom": [[-0.194, -0.087, -0.018], [-0.942, 0.758, 0.970], [0.407, 0.448, -0.191], [-1.843, 0.703, 0.219], [1.342, 0.274, -1.355], [-0.902, -1.368, 1.167], [-1.241, 1.862, -1.206], [-1.238, 0.303, 1.726], [-0.146, -0.085, -0.610], [1.863, -2.754, -0.167], [0.613, -0.184, 0.637], [-0.497, -0.051, 0.346], [-0.227, 0.500, -0.825], [0.715, 1.365, 0.397], [1.597, 1.173, -0.441], [-2.433, 1.666, -0.992], [4.236, -1.994, 1.691], [-1.818, -2.403, -0.722], [2.138, 0.039, -1.051], [1.475, 1.712, 0.808], [-0.594, 0.407, -0.450], [-1.534, 0.768, -1.537], [1.033, -0.054, -4.058], [-2.307, 0.075, 4.354], [0.757, -1.437, 1.356], [-0.235, -0.052, 0.439], [-1.597, 1.114, -1.275], [-0.103, 0.641, -1.028], [-0.940, -0.666, 1.020], [1.492, 1.263, -0.256], [-0.520, -1.500, -1.221], [-0.277, 1.969, 2.112], [-0.616, 3.795, 1.599], [2.104, 0.533, -2.739], [1.710, -4.245, -3.352], [-2.808, -0.572, 3.764], [-1.017, 1.497, -1.476], [0.433, -4.055, 0.374], [-1.370, 0.817, -0.005], [1.023, 1.139, 1.545], [1.889, 0.665, 0.132], [0.560, 0.793, -1.392], [-0.067, -1.490, -0.645], [1.389, -0.275, 0.947], [-1.013, 0.001, -1.621], [-0.267, -1.593, 0.965], [1.351, -0.414, 0.848], [0.807, 0.988, -1.168], [1.010, 1.008, 0.958], [-0.498, -1.014, 0.678], [1.317, -1.340, -0.278], [-0.518, -0.351, -1.818], [-1.601, -0.084, 1.038], [0.263, 1.753, 0.684], [0.484, 1.313, -1.396], [-1.623, 0.897, 0.300], [-1.378, -0.916, 0.413], [1.643, -0.956, -0.709], [-1.345, -0.313, -1.146], [-0.839, 0.561, 1.092], [-1.779, -0.968, -0.042], [-0.651, 1.301, -0.112], [1.043, -1.254, -0.010], [0.729, -1.081, 1.247], [-0.894, -1.070, -0.775], [-1.104, 0.947, 0.733], [0.729, 0.725, 1.716], [0.388, 1.409, -0.769], [0.608, -0.817, -1.167], [1.501, -1.131, -0.217], [0.116, 0.615, 1.718], [-1.704, -0.500, 0.057], [0.462, -1.085, -1.193], [-0.662, -1.040, 1.065], [-0.515, 0.544, 1.423], [0.483, 1.111, -1.081], [1.097, 0.446, 1.155], [-1.328, -1.209, 0.791], [-0.084, 1.855, 0.241], [1.277, 0.691, -1.630], [0.561, -1.696, -1.102], [-0.591, -2.171, 0.171], [1.720, -0.070, 0.526], [-1.054, 0.061, -0.556], [0.851, 0.993, 0.022], [-0.220, 0.945, 0.234], [0.028, -0.493, 0.169], [-0.024, 0.374, -0.309], [0.074, 0.208, -0.135], [-0.677, 0.636, 0.555], [-0.080, -0.501, 0.259], [0.320, 0.397, -0.446], [-0.009, 0.275, -0.057], [0.205, 0.061, 0.005], [-0.175, 0.021, -0.109], [0.141, -0.044, 0.125], [-0.135, -0.204, -0.059], [-0.119, -0.265, 0.182], [0.228, -0.431, -0.020], [0.051, 0.457, 0.130], [-0.043, -0.090, -0.064], [-0.492, -0.022, -0.152], [0.196, -0.445, 0.051], [-0.064, 0.440, -0.020], [-0.143, 0.282, 0.008], [-0.025, 0.056, 0.202], [0.095, 0.129, -0.138], [0.021, -0.123, 0.188], [0.220, -0.110, -0.142], [0.333, -0.632, -0.173], [0.320, -0.181, 0.368], [-0.536, -0.014, -0.157], [0.231, 0.074, -0.029], [0.231, 0.310, -0.353], [0.249, -0.106, 0.212], [-0.446, -0.069, -0.055], [-0.204, 0.107, -0.223], [-0.068, -0.155, -0.116], [-0.134, 0.135, 0.081], [0.074, -0.193, -0.027], [0.002, 0.104, 0.184], [0.278, 0.017, 0.094], [0.116, 0.476, 0.022], [-0.404, -0.276, -0.240], [0.164, -0.113, 0.132], [0.265, -0.306, 0.151], [0.166, 0.456, 0.077], [-0.359, -0.231, -0.215], [-0.087, -0.288, -0.090], [-0.160, -0.038, 0.160], [0.016, -0.047, -0.177], [-0.082, 0.110, 0.152], [0.118, 0.051, -0.150], [0.171, 0.150, 0.184], [0.418, -0.020, -0.110], [-0.265, 0.283, 0.235], [-0.138, -0.162, -0.046], [-0.167, -0.324, -0.184], [0.491, 0.004, -0.139], [-0.302, 0.265, 0.258], [-0.300, 0.009, 0.089], [-0.011, -0.020, 0.194], [-0.085, 0.150, -0.088], [0.141, -0.081, 0.128], [0.059, 0.104, -0.169], [0.204, -0.183, -0.166], [0.462, 0.116, 0.107], [-0.385, -0.352, 0.246], [-0.105, 0.182, -0.277], [-0.085, 0.156, -0.296], [0.527, 0.057, 0.184], [-0.379, -0.232, 0.153], [-0.309, -0.068, -0.078], [-0.011, -0.183, -0.055], [-0.114, 0.063, 0.137], [0.142, -0.122, -0.063], [0.040, 0.137, 0.123], [0.247, 0.174, -0.097]], "e_lumo_ha": -0.11294, "largest_force_ha_per_bohr": 0.1103, "charge": 1, "orbital_gap_ha": 0.2531, "energy_ev": -144361.5081}